# CH2I2O

A cluster of 2 separate species, CH2I2O in total at a distorted geometry (ωB97M-V/def2-TZVPD, OMol25).

- Energy relative to the best compared isomer or geometry (same formula, charge and spin): 33.01 kcal per mole
- SMILES string: O=CI.I
- HOMO-LUMO gap: 0.3287 Eh
- E: -709.85397 Eh
- Highest occupied orbital energy: -9.17 eV
- E_LUMO: -0.23 eV
- Charge: 0

```
6
Properties=species:S:1:pos:R:3:nbo_charge:R:1
O -0.270 -0.774 0.027 -0.508
C -1.000 0.056 -0.244 0.284
I -0.593 2.065 -0.085 0.106
H -1.945 -0.243 -0.671 0.153
I 2.665 -0.273 -0.050 -0.231
H 1.143 -0.832 1.023 0.196
```

---

# C17H24N2O5S

The molecule C17H24N2O5S at a distorted geometry (ωB97M-V/def2-TZVPD, OMol25).

- Energy relative to the best compared isomer or geometry (same formula, charge and spin): 40.15 kcal per mole
- SMILES string: Cc1cc(S(=O)(=O)N2CCOCC2)ccc1OCC(=O)N1CCCC1
- HOMO-LUMO gap: 0.3465 Eh
- E: -1546.08258 Eh
- Highest occupied orbital energy: -8.84 eV
- E_LUMO: 0.59 eV
- Charge: 0

```
49
Properties=species:S:1:pos:R:3:nbo_charge:R:1
C -0.387 -2.482 2.389 -0.629
C 0.168 -2.163 1.035 -0.075
C 1.502 -1.840 0.859 -0.186
C 1.991 -1.533 -0.398 -0.363
S 3.660 -0.909 -0.560 2.339
O 4.436 -1.368 0.554 -0.941
O 4.117 -1.156 -1.894 -0.937
N 3.547 0.746 -0.401 -0.676
C 3.334 1.307 0.911 -0.260
C 1.853 1.625 1.141 -0.090
O 1.337 2.442 0.110 -0.534
C 1.474 1.830 -1.157 -0.092
C 2.941 1.508 -1.466 -0.260
C 1.178 -1.602 -1.509 -0.175
C -0.161 -1.919 -1.359 -0.318
C -0.679 -2.159 -0.089 0.388
O -1.996 -2.399 0.169 -0.512
C -2.947 -2.129 -0.843 -0.159
C -2.849 -0.706 -1.418 0.651
O -2.756 -0.524 -2.620 -0.629
N -2.844 0.304 -0.542 -0.425
C -3.035 0.281 0.893 -0.227
C -2.182 1.455 1.363 -0.393
C -2.408 2.496 0.265 -0.422
C -2.589 1.662 -1.007 -0.215
H -1.048 -3.343 2.329 0.231
H -0.970 -1.643 2.770 0.218
H 0.417 -2.691 3.089 0.221
H 2.181 -1.820 1.697 0.239
H 3.704 0.584 1.637 0.240
H 3.919 2.230 0.988 0.205
H 1.718 2.189 2.065 0.198
H 1.277 0.688 1.194 0.168
H 1.079 2.547 -1.879 0.199
H 0.871 0.909 -1.188 0.173
H 3.036 0.924 -2.380 0.239
H 3.501 2.444 -1.576 0.205
H 1.597 -1.405 -2.483 0.243
H -0.791 -1.954 -2.232 0.250
H -3.920 -2.277 -0.367 0.215
H -2.851 -2.832 -1.678 0.209
H -4.094 0.462 1.123 0.184
H -2.737 -0.670 1.327 0.229
H -1.132 1.163 1.388 0.205
H -2.470 1.813 2.348 0.217
H -3.311 3.070 0.474 0.204
H -1.569 3.182 0.180 0.232
H -1.693 1.653 -1.633 0.212
H -3.422 2.011 -1.624 0.208
```

---

# C3H4FNO

A structure of composition C3H4FNO at a distorted geometry (ωB97M-V/def2-TZVPD, OMol25).

- Energy relative to the best compared isomer or geometry (same formula, charge and spin): 49.65 kcal per mole
- HOMO-LUMO gap: 0.3966 Eh
- E: -346.48965 Eh
- Highest occupied orbital energy: -10.34 eV
- E_LUMO: 0.45 eV
- Charge: 0

```
10
Properties=species:S:1:pos:R:3:nbo_charge:R:1
C -0.108 -0.542 0.358 0.091
C 2.493 -0.136 -0.177 0.850
C 0.601 0.540 -0.430 -0.440
N -0.899 -0.271 1.294 -0.606
O 2.993 -1.063 -0.710 -0.541
F 3.121 0.595 0.784 -0.347
H 0.280 -1.564 -0.104 0.164
H 0.495 0.757 -1.470 0.236
H 0.827 1.466 0.136 0.230
H -1.344 -1.074 1.859 0.364
```

---

# C21H56O7

A cluster of 7 separate species, C21H56O7 in total at a distorted geometry (ωB97M-V/def2-TZVPD, OMol25).

- Energy relative to the best compared isomer or geometry (same formula, charge and spin): 101.82 kcal per mole
- SMILES string: CC(C)O.CC(C)O.CC(C)O.CC(C)O.CC(C)O.CC(C)O.CC(C)O
- HOMO-LUMO gap: 0.3775 Eh
- E: -1360.23690 Eh
- Highest occupied orbital energy: -10.00 eV
- E_LUMO: 0.27 eV
- Charge: 0

```
84
Properties=species:S:1:pos:R:3:lowdin_charge:R:1
C -2.638 9.762 -2.546 -0.066
C -1.322 10.517 -2.773 -0.464
C -0.219 9.521 -2.464 -0.087
O -1.126 10.913 -4.153 -0.061
H -2.755 9.308 -1.562 0.083
H -2.633 8.969 -3.294 0.071
H -3.477 10.335 -2.941 0.075
H -1.248 11.415 -2.160 0.137
H -0.203 9.158 -1.436 0.076
H 0.771 9.975 -2.510 0.076
H -0.216 8.666 -3.139 0.082
H -1.188 10.139 -4.717 0.077
C -6.695 2.749 -5.842 -0.059
C -5.587 3.829 -5.761 -0.532
C -4.357 3.300 -4.983 -0.058
O -5.163 4.288 -6.952 -0.024
H -6.832 2.304 -4.856 0.070
H -6.769 1.948 -6.577 0.075
H -7.679 3.190 -6.001 0.066
H -6.024 4.661 -5.208 0.137
H -4.543 2.856 -4.005 0.073
H -3.586 4.066 -4.893 0.077
H -3.951 2.447 -5.526 0.076
H -4.669 3.582 -7.375 0.098
C -2.771 8.548 -10.378 -0.070
C -2.786 9.278 -9.066 -0.502
C -4.169 9.747 -8.674 -0.063
O -2.338 8.449 -8.003 -0.062
H -3.040 9.138 -11.254 0.080
H -3.362 7.642 -10.506 0.080
H -1.763 8.168 -10.546 0.079
H -2.038 10.071 -9.079 0.140
H -4.286 10.209 -7.693 0.077
H -4.879 8.930 -8.803 0.084
H -4.406 10.586 -9.329 0.076
H -2.799 7.607 -8.024 0.083
C -5.376 14.884 -5.428 -0.074
C -5.934 15.748 -6.533 -0.431
C -6.757 15.200 -7.753 -0.056
O -6.897 16.639 -5.872 -0.087
H -6.144 14.359 -4.859 0.076
H -4.777 15.469 -4.730 0.084
H -4.769 14.091 -5.864 0.076
H -5.032 16.176 -6.970 0.127
H -7.442 14.428 -7.400 0.069
H -6.107 14.757 -8.508 0.066
H -7.403 15.908 -8.272 0.074
H -7.697 16.155 -5.652 0.076
C -10.264 8.250 -3.158 -0.061
C -10.798 9.204 -4.301 -0.419
C -10.613 8.452 -5.704 -0.066
O -12.182 9.441 -4.060 -0.065
H -9.206 8.298 -2.903 0.069
H -10.428 7.203 -3.414 0.066
H -10.853 8.409 -2.255 0.068
H -10.249 10.141 -4.394 0.128
H -9.575 8.294 -5.996 0.066
H -10.855 9.155 -6.501 0.061
H -11.226 7.563 -5.846 0.071
H -12.616 8.634 -3.774 0.083
C 2.655 2.069 -14.584 -0.087
C 1.410 2.845 -14.732 -0.525
C 1.266 3.852 -13.568 -0.053
O 1.623 3.599 -15.870 -0.057
H 2.598 1.197 -15.236 0.082
H 2.615 1.584 -13.609 0.083
H 3.571 2.613 -14.814 0.090
H 0.602 2.130 -14.890 0.148
H 2.117 4.487 -13.321 0.085
H 1.018 3.297 -12.663 0.069
H 0.334 4.358 -13.822 0.075
H 2.485 4.022 -15.891 0.090
C -2.026 11.387 -15.649 -0.068
C -0.518 11.328 -15.699 -0.527
C 0.169 10.858 -14.467 -0.059
O -0.087 10.573 -16.844 -0.044
H -2.428 12.054 -14.886 0.078
H -2.345 10.377 -15.392 0.076
H -2.638 11.696 -16.496 0.081
H -0.237 12.356 -15.930 0.134
H -0.121 11.400 -13.567 0.082
H 1.208 11.181 -14.530 0.084
H 0.010 9.783 -14.393 0.087
H -0.576 9.761 -16.694 0.075
```

---

# C14H14F5NNaO6S

A structure of composition C14H14F5NNaO6S at a distorted geometry (ωB97M-V/def2-TZVPD, OMol25).

- HOMO-LUMO gap: 0.2324 Eh
- E: -2106.99590 Eh
- Highest occupied orbital energy: -11.72 eV
- E_LUMO: -5.40 eV
- Charge: +1

```
42
Properties=species:S:1:pos:R:3:nbo_charge:R:1
C -3.746 -1.458 2.710 -0.433
C -3.140 -0.825 1.507 -0.225
C -1.541 -0.629 1.202 0.050
C -0.554 -1.740 0.959 -0.366
S -1.092 -3.535 0.932 1.900
O 0.200 -4.432 0.805 -0.786
O -1.830 -4.010 2.214 -1.000
C -2.101 -3.893 -0.637 0.435
F -2.688 -5.268 -0.445 -0.289
F -3.172 -2.899 -0.892 -0.307
C -1.183 -3.966 -2.000 0.937
F -0.547 -5.324 -2.002 -0.293
F -0.133 -2.924 -2.087 -0.308
F -2.013 -3.862 -3.238 -0.294
C 1.023 -1.235 0.725 0.514
O 2.059 -1.925 1.242 -0.425
C 1.205 0.179 -0.140 -0.033
C 2.417 0.399 -1.244 -0.129
O 3.381 -0.748 -1.231 -0.277
O 4.580 -0.294 -0.907 -0.429
C 0.193 1.283 0.091 0.098
N 0.358 2.549 -0.720 -0.654
C 0.324 3.803 0.126 -0.246
C 1.677 4.745 0.003 -0.416
C 2.416 4.680 -1.459 -0.641
C -0.999 0.953 1.167 0.479
O -1.563 1.806 2.025 -0.472
H -3.429 -1.226 3.812 0.222
H -4.663 -2.207 2.569 0.244
H -3.905 -0.377 0.708 0.282
H 2.937 1.438 -1.103 0.261
H 1.885 0.337 -2.311 0.228
H 5.179 -0.718 -1.610 0.471
H -0.408 2.518 -1.434 0.395
H -0.565 4.471 -0.308 0.201
H 0.145 3.629 1.270 0.228
H 2.372 4.446 0.913 0.209
H 1.328 5.866 0.168 0.223
H 3.402 5.347 -1.361 0.233
H 2.672 3.575 -1.814 0.213
H 1.732 5.262 -2.231 0.218
Na -2.212 -3.792 4.025 0.984
```

---

# CH4N4S

A cluster of 2 separate species, CH4N4S in total at a distorted geometry (ωB97M-V/def2-TZVPD, OMol25).

- Energy relative to the best compared isomer or geometry (same formula, charge and spin): 13.07 kcal per mole
- SMILES string: [H]/N=N/SC.N#N
- HOMO-LUMO gap: 0.3439 Eh
- E: -657.65482 Eh
- Highest occupied orbital energy: -8.59 eV
- E_LUMO: 0.77 eV
- Charge: 0

```
10
Properties=species:S:1:pos:R:3:nbo_charge:R:1
H 2.136 0.271 2.251 0.326
N 1.061 0.489 2.178 -0.374
N 0.480 0.160 1.152 -0.311
S -1.088 0.639 0.839 0.430
C -1.471 -0.330 -0.643 -0.766
H -2.342 -0.829 -0.470 0.224
H -0.693 -1.123 -0.799 0.250
H -1.363 0.396 -1.598 0.233
N 1.646 0.557 -1.851 -0.018
N 1.634 -0.229 -1.058 0.005
```

---

# C13H36Cu4O15

A structure of composition C13H36Cu4O15 at a distorted geometry (ωB97M-V/def2-TZVPD, OMol25).

- Energy relative to the best compared isomer or geometry (same formula, charge and spin): 0.00 kcal per mole
- HOMO-LUMO gap: 0.2138 Eh
- E: -8206.76133 Eh
- Highest occupied orbital energy: -13.82 eV
- E_LUMO: -8.01 eV
- Charge: +2

```
68
Properties=species:S:1:pos:R:3:nbo_charge:R:1
Cu -0.673 1.659 -0.755 0.895
Cu -0.044 -4.167 -1.771 0.936
Cu -2.399 -1.161 -2.738 0.933
Cu 0.486 -0.612 -4.099 0.947
C 0.079 -1.067 -0.996 1.012
O -0.301 -0.461 -2.128 -1.056
O 0.434 -0.344 -0.047 -0.802
O 0.001 -2.360 -0.810 -0.959
C -0.954 1.539 2.815 -0.096
C -1.685 0.819 3.913 -0.093
O -3.050 1.212 3.937 -0.706
O -1.340 0.959 1.531 -0.808
H 0.126 1.398 2.943 0.193
H -1.104 2.614 2.767 0.193
H -1.258 1.089 4.877 0.200
H -1.618 -0.260 3.758 0.174
H -3.435 0.920 3.104 0.461
H -0.702 0.267 1.323 0.494
C -2.098 -5.065 0.084 -0.075
C -2.986 -4.098 -0.662 -0.117
O -2.634 -2.736 -0.465 -0.753
O -2.383 -4.980 1.466 -0.689
H -1.003 -4.927 -0.079 0.080
H -2.308 -6.073 -0.297 0.203
H -3.986 -4.259 -0.258 0.233
H -3.090 -4.331 -1.735 0.155
H -1.669 -2.654 -0.554 0.481
H -2.411 -5.875 1.820 0.493
C -2.935 3.374 -2.070 -0.113
C -3.687 2.099 -2.376 -0.098
O -2.767 0.988 -2.532 -0.811
O -2.385 3.258 -0.744 -0.762
H -3.614 4.212 -2.226 0.221
H -2.051 3.536 -2.697 0.193
H -4.387 2.205 -3.204 0.206
H -4.221 1.857 -1.458 0.215
H -2.080 1.297 -3.140 0.488
H -3.026 3.633 -0.128 0.509
C 3.171 1.714 1.627 -0.113
C 4.401 2.136 0.889 -0.094
O 4.707 1.368 -0.279 -0.732
O 1.974 1.931 0.879 -0.755
H 3.072 2.289 2.555 0.197
H 3.302 0.684 1.992 0.189
H 5.236 2.275 1.586 0.191
H 4.305 3.140 0.452 0.175
H 4.466 0.444 -0.144 0.467
H 1.524 1.104 0.685 0.483
C 1.249 -2.559 2.512 -0.107
C 2.477 -3.054 1.822 -0.100
O 2.494 -2.703 0.421 -0.755
O 1.203 -1.109 2.466 -0.750
H 1.142 -2.816 3.563 0.217
H 0.335 -2.919 2.015 0.157
H 2.602 -4.140 1.917 0.177
H 3.394 -2.616 2.216 0.197
H 1.590 -2.524 0.133 0.468
H 1.171 -0.907 1.520 0.474
C 2.084 2.986 -2.117 -0.112
C 2.151 1.590 -2.624 -0.103
O 1.549 1.469 -3.946 -0.812
O 0.773 3.330 -1.610 -0.776
H 2.371 3.706 -2.894 0.181
H 2.820 3.114 -1.318 0.232
H 1.588 0.911 -1.985 0.193
H 3.190 1.260 -2.647 0.222
H 2.021 2.098 -4.506 0.506
H 0.795 4.291 -1.544 0.504
```

---

# C5H9N

The molecule C5H9N at a distorted geometry (ωB97M-V/def2-TZVPD, OMol25).

- Energy relative to the best compared isomer or geometry (same formula, charge and spin): 1.02 kcal per mole
- SMILES string: CC(C)CC#N
- HOMO-LUMO gap: 0.4551 Eh
- E: -250.66531 Eh
- Highest occupied orbital energy: -11.51 eV
- E_LUMO: 0.88 eV
- Charge: 0

```
15
Properties=species:S:1:pos:R:3:nbo_charge:R:1
C -0.412 1.449 -0.399 -0.611
C -0.480 0.102 0.320 -0.198
C -0.892 -1.033 -0.619 -0.618
C 0.832 -0.224 1.060 -0.511
C 1.909 -0.562 0.121 0.289
N 2.690 -0.872 -0.676 -0.336
H -0.189 2.256 0.308 0.208
H -1.385 1.670 -0.850 0.215
H 0.345 1.458 -1.193 0.217
H -1.240 0.190 1.105 0.204
H -1.695 -0.706 -1.284 0.215
H -1.261 -1.899 -0.059 0.211
H -0.066 -1.368 -1.255 0.222
H 0.702 -1.079 1.733 0.249
H 1.142 0.618 1.687 0.247
```

---

# C3H9N2

The ion C3H9N2 with charge +1 at a distorted geometry (ωB97M-V/def2-TZVPD, OMol25).

- Energy relative to the best compared isomer or geometry (same formula, charge and spin): 109.89 kcal per mole
- SMILES string: C/C([NH3+])=C/N
- HOMO-LUMO gap: 0.2473 Eh
- E: -228.81168 Eh
- Highest occupied orbital energy: -11.92 eV
- E_LUMO: -5.19 eV
- Charge: +1

```
14
Properties=species:S:1:pos:R:3:nbo_charge:R:1
C -0.066 1.091 1.501 -0.660
C -0.112 0.312 0.239 -0.020
N 1.418 0.007 -0.181 -0.709
C -0.851 -0.711 -0.395 0.039
N -1.329 -0.778 -1.705 -0.726
H 0.600 1.934 1.321 0.243
H -1.047 1.345 1.791 0.262
H 0.319 0.481 2.328 0.213
H 2.119 0.634 0.259 0.445
H 1.453 -0.877 0.284 0.427
H 1.408 -0.101 -1.146 0.429
H -0.886 -1.653 0.215 0.235
H -2.091 -1.314 -1.972 0.418
H -0.935 -0.371 -2.538 0.402
```